{
  "formula": "C3H6N2O3",
  "method": "the ωB97M-V functional and the def2-TZVPD basis",
  "elements": ["C", "N", "C", "O", "O", "C", "N", "O", "H", "H", "H", "H", "H", "H"],
  "xyz": [[1.044, 1.511, -0.242], [0.808, 0.072, 0.075], [1.602, -1.098, -0.351], [1.323, -2.103, 0.235], [0.113, 0.032, 1.273], [-1.255, -0.309, 1.071], [-1.633, -0.541, -0.088], [-2.984, -0.440, -0.406], [1.641, 1.900, 0.669], [0.079, 2.080, -0.616], [1.540, 1.399, -1.149], [2.271, -1.069, -1.273], [-1.652, -0.347, 2.174], [-2.898, -1.088, -1.373]],
  "smiles": "CN(C=O)O/C=N/O",
  "homo_ha": -0.340,
  "spin_multiplicity": 1,
  "de_lowest_ev": 7.325,
  "e_tot_ev": -12324.903
}